Record 1
{"formula": "C6H11N", "method": "ωB97M-V with the def2-TZVPD basis set", "species": ["C", "C", "C", "C", "C", "C", "N", "H", "H", "H", "H", "H", "H", "H", "H", "H", "H", "H"], "coordinates": [[2.1640, 0.1081, -0.2019], [0.9130, -0.6761, 0.1753], [-0.3862, 0.1291, 0.1537], [-1.5770, -0.6550, 0.5282], [-0.5860, 1.0622, -0.8963], [-0.7838, 0.6089, 1.6049], [-0.7829, 1.1238, 2.6515], [2.1164, 0.4541, -1.2391], [3.0462, -0.5331, -0.1123], [2.3094, 0.9778, 0.4475], [1.0355, -1.1284, 1.1664], [0.7548, -1.4997, -0.5341], [-1.4775, -1.5710, 1.1029], [-2.5628, -0.2099, 0.4353], [-1.6467, -1.0069, -1.3245], [-1.5526, 1.5549, -0.9793], [0.2569, 1.6241, -1.2867], [-1.2407, -0.3630, -1.6914]], "forces_ev_per_angstrom": [[0.039, 0.032, -0.018], [-0.003, -0.038, 0.036], [-0.029, -0.108, -0.295], [-0.165, -0.204, -0.119], [0.041, 0.092, 0.094], [0.125, 0.684, 1.144], [-0.009, -0.466, -0.985], [0.023, -0.038, 0.170], [-0.123, 0.095, 0.013], [-0.035, -0.120, -0.066], [-0.041, 0.053, -0.139], [0.011, 0.103, 0.059], [0.042, 0.147, -0.065], [0.181, -0.044, 0.011], [-0.020, 0.044, 0.016], [0.128, -0.100, 0.028], [-0.119, -0.100, 0.067], [-0.045, -0.032, 0.050]], "mulliken_charge": [-1.32, -0.36, 1.23, -1.06, -1.10, -0.10, -0.55, 0.35, 0.37, 0.34, 0.39, 0.23, 0.36, 0.38, 0.15, 0.38, 0.28, 0.02], "homo_lumo_gap_ev": [7.91, 7.91], "max_force_ha_per_bohr": 0.0260, "e_lumo_ev": [-0.3, -0.3], "e_homo_ha": [-0.3013, -0.3012], "e_tot_ev": -7884.778}

***

Record 2
{"formula": "C6H11N", "method": "ωB97M-V with the def2-TZVPD basis set", "species": ["C", "C", "C", "C", "N", "C", "C", "H", "H", "H", "H", "H", "H", "H", "H", "H", "H", "H"], "coordinates": [[2.2586, -0.5982, -1.0539], [0.7314, -0.5799, -1.1554], [0.0592, 0.1442, 0.0139], [0.5998, -0.2785, 1.3067], [1.1440, -0.2731, 2.3254], [-1.4715, 0.1515, -0.0007], [-2.0812, 0.8226, 1.2324], [2.6958, -1.0513, -1.9482], [2.5995, -1.1746, -0.1866], [2.6723, 0.4133, -0.9533], [0.4244, -0.0506, -2.0660], [0.3452, -1.6058, -1.2136], [0.3960, 1.1883, -0.0045], [-1.7703, 0.6928, -0.9069], [-1.8362, -0.8803, -0.0868], [-1.6975, 1.8410, 1.3736], [-3.1689, 0.8846, 1.1365], [-1.8578, 0.2636, 2.1479]], "forces_ev_per_angstrom": [[0.048, -0.023, -0.020], [-0.025, -0.030, -0.035], [0.065, 0.188, -0.006], [0.708, 0.569, 0.966], [-0.463, -0.591, -0.486], [-0.029, -0.033, -0.025], [-0.046, 0.010, 0.033], [-0.053, 0.062, 0.102], [-0.107, 0.089, -0.133], [-0.135, -0.146, -0.042], [0.015, -0.196, 0.071], [0.049, 0.165, -0.047], [-0.077, 0.055, -0.178], [-0.048, -0.179, 0.101], [0.022, 0.172, -0.031], [-0.045, -0.174, -0.095], [0.129, 0.000, 0.005], [-0.010, 0.061, -0.179]], "mulliken_charge": [-1.23, -0.59, 0.74, -0.06, -0.52, -0.60, -1.23, 0.37, 0.35, 0.31, 0.32, 0.33, 0.13, 0.32, 0.33, 0.31, 0.38, 0.35], "homo_lumo_gap_ev": 12.17, "smiles": "CCC(C#N)CC", "max_force_ha_per_bohr": 0.0258, "e_lumo_ev": 0.9, "e_homo_ha": -0.4140, "e_tot_ev": -7890.344}

***

Record 3
{"formula": "C6H11N", "method": "ωB97M-V with the def2-TZVPD basis set", "species": ["C", "C", "C", "C", "C", "C", "N", "H", "H", "H", "H", "H", "H", "H", "H", "H", "H", "H"], "coordinates": [[-1.9309, -0.2029, 0.7824], [-0.5208, 0.4410, 0.8492], [0.5159, -0.1129, -0.1905], [1.9585, 0.0613, 0.2922], [0.3288, 0.5345, -1.5714], [0.1039, -1.5199, -0.3029], [-0.7159, -2.3329, -0.2110], [-2.4277, -0.1118, 1.7482], [-1.9466, -1.3400, 0.5656], [-2.5377, 0.3036, 0.0202], [-0.0932, 0.3127, 1.8518], [-0.5590, 1.5303, 0.6777], [2.1292, -0.4597, 1.2394], [2.6684, -0.3280, -0.4457], [2.1718, 1.1260, 0.4424], [0.9574, 0.0431, -2.3212], [-0.7122, 0.4636, -1.9007], [0.6102, 1.5919, -1.5256]], "forces_ev_per_angstrom": [[-0.301, -0.473, 0.015], [-0.093, -0.204, 0.038], [0.025, -0.023, -0.038], [0.034, -0.005, 0.036], [-0.040, 0.069, -0.092], [-0.785, -0.494, 0.135], [1.784, -0.850, -0.822], [-0.067, 0.360, -0.017], [-0.066, 2.358, 0.518], [0.010, -0.197, 0.197], [-0.083, -0.130, -0.179], [-0.185, -0.347, 0.051], [-0.058, 0.069, -0.126], [-0.125, 0.072, 0.101], [-0.070, -0.158, -0.030], [-0.081, 0.082, 0.118], [0.135, 0.006, 0.059], [-0.036, -0.135, 0.034]], "mulliken_charge": [-1.14, -0.76, 1.77, -1.73, -1.63, 0.03, -0.65, 0.38, 0.38, 0.29, 0.38, 0.32, 0.41, 0.41, 0.36, 0.38, 0.39, 0.40], "homo_lumo_gap_ev": 11.61, "smiles": "CCC(C)(C)C#N", "max_force_ha_per_bohr": 0.0470, "e_lumo_ev": 0.8, "e_homo_ha": -0.3970, "e_tot_ev": -7889.606}

***

Record 4
{"formula": "C6H11N", "method": "ωB97M-V with the def2-TZVPD basis set", "species": ["C", "C", "C", "C", "C", "C", "N", "H", "H", "H", "H", "H", "H", "H", "H", "H", "H", "H"], "coordinates": [[-1.5908, -2.7527, 0.5058], [-0.9353, -1.6091, 0.7055], [-0.8770, -0.5111, -0.3301], [0.1231, 0.5856, -0.0317], [-0.3891, 1.8112, 0.6457], [1.2827, 0.5700, -0.7587], [2.2904, 1.5078, -0.6925], [-1.5850, -3.5831, 1.2177], [-1.9625, -2.9875, -0.4865], [-0.3868, -1.4778, 1.6436], [-0.8665, -0.9374, -1.3494], [-1.8948, -0.1612, -0.1931], [-1.3202, 2.1746, 0.0564], [-0.7685, 1.6162, 1.6742], [0.2987, 2.6325, 0.5524], [1.1751, -0.0041, -1.6701], [2.2737, 2.1658, 0.0663], [3.1235, 1.1892, -1.1763]], "forces_ev_per_angstrom": [[0.812, -0.291, -0.038], [0.453, -1.117, 0.073], [-0.616, -0.192, 0.742], [0.753, -0.339, -2.009], [-1.985, -0.151, -0.073], [-2.502, 0.805, 0.847], [-0.078, -0.804, -1.059], [-0.109, 0.473, -0.083], [-0.359, 0.085, 0.078], [-0.294, 0.234, -0.182], [0.411, 0.191, 0.379], [-0.289, 0.903, -0.460], [1.293, -0.659, 0.832], [0.518, 0.475, -0.446], [0.353, 0.364, 0.550], [1.015, -0.658, 0.190], [0.617, -0.182, -0.054], [0.008, 0.864, 0.713]], "mulliken_charge": [-0.80, -0.08, -0.73, 0.42, -1.34, -0.14, -0.45, 0.27, 0.26, 0.31, 0.43, 0.29, 0.26, 0.25, 0.39, 0.28, 0.17, 0.22], "homo_lumo_gap_ev": 8.58, "smiles": "C=CC/C(C)=C/N", "max_force_ha_per_bohr": 0.0537, "e_lumo_ev": 1.0, "e_homo_ha": -0.2781, "e_tot_ev": -7888.515}

***

Record 5
{"formula": "C6H11N", "method": "ωB97M-V with the def2-TZVPD basis set", "species": ["C", "C", "C", "C", "C", "C", "N", "H", "H", "H", "H", "H", "H", "H", "H", "H", "H", "H"], "coordinates": [[2.0743, -0.2257, -1.5471], [0.8807, 0.0841, -1.0637], [0.0768, -0.3758, 0.0695], [0.3273, -1.8934, 0.4218], [-0.9359, 0.5090, 0.5490], [-1.1310, 1.8123, -0.1349], [-1.1036, 0.3911, 1.9760], [2.4078, 0.4618, -2.4313], [2.5280, -1.2154, -1.5319], [0.2207, 0.7093, -1.7860], [-0.2506, -2.5601, -0.2136], [0.0069, -2.3621, 1.4139], [1.4297, -2.0681, 0.3045], [-1.9983, 2.5163, 0.2721], [-1.3698, 1.4834, -1.1398], [-0.1686, 2.3747, -0.0067], [-1.3851, -0.6108, 2.2909], [-1.6094, 0.9693, 2.5573]], "forces_ev_per_angstrom": [[0.705, 0.632, -2.897], [-3.245, 0.743, -1.544], [-1.891, -0.853, -0.422], [0.305, 0.581, 1.626], [3.875, -1.939, 2.267], [-1.165, 1.710, 1.347], [-0.496, -4.579, -0.908], [-0.478, -1.637, 1.575], [0.550, 0.479, 0.978], [1.782, -0.049, 1.605], [0.235, 0.293, -0.842], [0.616, 1.410, -0.667], [-1.085, -0.132, 0.087], [1.709, -1.826, -0.670], [0.101, 1.011, -0.377], [-0.967, -0.197, -0.695], [1.087, 2.268, -0.917], [-1.637, 2.084, 0.454]], "mulliken_charge": [-0.85, -0.09, 0.53, -1.25, 0.66, -1.34, -0.51, 0.22, 0.27, 0.03, 0.29, 0.32, 0.26, 0.32, 0.37, 0.33, 0.21, 0.22], "homo_lumo_gap_ev": 8.04, "smiles": "C=C/C(C)=C(\\C)N", "max_force_ha_per_bohr": 0.0951, "e_lumo_ev": 0.8, "e_homo_ha": -0.2664, "e_tot_ev": -7886.903}

***

Record 6
{"formula": "C6H11N", "method": "ωB97M-V with the def2-TZVPD basis set", "species": ["C", "N", "C", "C", "C", "C", "C", "H", "H", "H", "H", "H", "H", "H", "H", "H", "H", "H"], "coordinates": [[-0.3251, 1.6320, 1.6648], [0.5090, 0.7929, 0.7807], [0.0313, -0.3125, 0.3150], [-1.2772, -0.5188, -0.6920], [-0.0097, -0.6277, -1.2952], [0.7024, 0.3355, -2.2089], [0.1993, -1.6299, 1.1445], [0.0479, 2.6518, 1.8043], [-0.2916, 1.1543, 2.6475], [-1.3564, 1.7724, 1.3233], [1.0202, 1.1612, -1.5574], [-2.1200, 0.1310, -0.9397], [0.3725, -1.6430, -1.4637], [1.6348, -0.0809, -2.5892], [0.0634, 0.7688, -2.9770], [1.2566, -1.8749, 1.0519], [0.0428, -1.3243, 2.1796], [-0.5001, -2.3878, 0.8116]], "forces_ev_per_angstrom": [[1.167, -0.188, 0.694], [-2.556, 1.497, -1.213], [-0.105, -3.012, 1.815], [1.065, 1.092, 0.427], [-0.090, -0.309, -1.718], [-0.138, 0.661, 0.263], [0.566, 1.476, -0.721], [0.392, -0.264, -0.252], [-0.592, 0.256, 0.304], [0.091, -0.419, -0.117], [-0.210, 0.007, -0.089], [0.608, 0.505, -0.288], [0.005, 0.071, 1.143], [-0.279, -0.143, -0.354], [0.131, -0.165, -0.212], [-0.029, -0.530, 0.107], [-0.255, -0.240, 0.040], [0.227, -0.295, 0.171]], "mulliken_charge": [-0.81, -0.48, 0.69, -0.73, 0.39, -1.22, -1.28, 0.28, 0.29, 0.24, 0.35, 0.25, 0.36, 0.33, 0.31, 0.32, 0.37, 0.33], "homo_lumo_gap_ev": 6.09, "max_force_ha_per_bohr": 0.0684, "e_lumo_ev": -1.4, "e_homo_ha": -0.2751, "e_tot_ev": -7883.975}

***

These records have energy above the lowest of the compared OMol25 structures with the same formula, charge and spin values of 5.753; 0.187; 0.925; 2.016; 3.628; 6.557 eV, in the order they appear.